The following is a quantum chemistry calculation of a structure of composition C10H13NO6Ti, from the OMol25 dataset.

Last column: Löwdin spin population.
Positions of all 31 atoms, in Å:
Ti: -0.54711 -0.61398 -0.55573  1.724
O: 0.62105 -2.47178 -0.70411  0.012
C: 1.42591 -2.57261 0.47575  0.008
C: 2.12229 -1.25483 0.68632  0.028
C: 3.45038 -1.16972 1.06085  -0.003
C: 3.99654 0.08636 1.28023  0.031
C: 3.21095 1.21452 1.10090  -0.003
C: 1.89700 1.04841 0.70519  0.034
N: 1.35711 -0.16303 0.50494  0.026
H: -0.04506 -3.18267 -0.71527  0.002
H: 2.16002 -3.37311 0.38238  0.001
H: 0.78925 -2.77081 1.34354  0.001
H: 4.04257 -2.06654 1.17774  -0.001
H: 5.03171 0.18480 1.57967  0.002
H: 3.61044 2.20575 1.25908  -0.001
H: 1.25631 1.90553 0.54261  0.003
O: -2.45358 -3.40575 -0.09007  0.011
C: -2.45082 -2.18724 -0.11969  0.011
O: -1.86424 -1.41562 0.77699  0.034
C: -2.90892 -1.37495 -1.32131  0.008
O: -4.02404 -0.89436 -1.40691  0.005
O: -1.90567 -1.15965 -2.13386  0.034
C: -2.14703 3.56023 -0.66505  0.000
C: -2.10836 2.10245 -0.25914  0.005
O: -1.35875 1.32816 -1.22466  0.021
H: -2.67716 4.15083 0.08232  0.000
H: -2.66365 3.67213 -1.61896  0.000
H: -1.13600 3.95498 -0.77015  0.000
H: -3.11282 1.69068 -0.16107  0.000
H: -1.60236 1.97873 0.70005  0.003
H: -1.96595 0.99310 -1.91257  0.003

⟨S²⟩: 2.005
Net charge: 0
E: -1744.58756 Eh
Highest occupied orbital energy (alpha / beta): -6.6 / -8.3 eV
Spin multiplicity: 3
Energy above the lowest of the compared OMol25 structures with the same formula, charge and spin: 0.39 kcal per mole